Record 1
Here is a structure of composition C18H29BiO2Si from the OMol25 dataset. Energies are from wB97M-V/def2-TZVPD.

Its orbital gap (alpha / beta) is 5.8 / 3.9 eV. Its HOMO energy (alpha / beta) is -0.016 / 0.051 Ha.

```
! RIJCOSX wB97M-V def2-TZVPD def2/J DEFGRID3
* xyz -2 1
Bi -0.55639 0.08699 0.48313
C 0.70443 -2.17100 1.60211
C -0.73232 -2.15017 1.62058
C -1.18303 -2.42920 0.25190
H -1.43790 -1.99508 2.42239
C -0.03978 -2.64527 -0.54510
C 1.10602 -2.48130 0.24889
H 2.15761 -2.48094 -0.02979
H 1.41714 -2.02915 2.40266
H -2.24842 -2.38846 0.02239
H -0.05685 -2.90013 -1.61626
C 1.68126 1.88154 0.66083
C 2.45944 0.73580 0.33238
C 2.28544 0.48088 -1.05594
H 3.09041 0.19567 1.01307
C 1.40174 1.45594 -1.58310
C 0.99296 2.30652 -0.52081
H 0.29954 3.13275 -0.57833
H 1.60488 2.34491 1.63211
H 2.75956 -0.29515 -1.62768
H 1.13781 1.56485 -2.62260
O -1.34459 -0.16871 -1.68329
C -0.86398 0.26867 -4.50815
C -2.11259 0.51184 -3.81351
C -0.33164 -1.08761 -4.69739
C -0.16604 1.39728 -5.13038
C -1.94432 0.94999 -2.33256
H -2.59903 -0.46369 -3.76433
H -2.69647 1.25614 -4.37919
H -1.31406 1.85564 -2.29069
H -2.92189 1.22024 -1.90696
H -0.79619 -1.56048 -5.58277
H -0.51477 -1.72941 -3.82382
H 0.75524 -1.07212 -4.89157
H -0.58235 1.59107 -6.13349
H 0.90809 1.19094 -5.25350
H -0.29168 2.31096 -4.53326
C 1.83560 0.09899 4.48699
Si 0.02223 0.22278 3.99516
C -0.84016 -1.32428 4.73598
C -0.92870 1.80467 4.45972
O -0.32844 0.83110 2.49869
H 1.82419 0.28702 5.57684
H 2.37575 0.90776 3.97098
H 2.34679 -0.85409 4.27032
H -0.72996 -1.18874 5.82882
H -1.92220 -1.39971 4.52576
H -0.40905 -2.31279 4.50633
H -0.40873 2.56496 3.86324
H -1.90301 1.69335 3.96221
H -0.96160 1.97823 5.53096
*
```

Record 2
Here is a structure of composition C14H35FN4O4Pt from the OMol25 dataset. Energies are from wB97M-V/def2-TZVPD.

Its orbital gap (alpha / beta) is 9.2 / 5.4 eV. Its HOMO energy (alpha / beta) is -0.432 / -0.432 Ha. The value obtained for the energy above the lowest of the compared OMol25 structures with the same formula, charge and spin is 1.665 eV.

```
! RIJCOSX wB97M-V def2-TZVPD def2/J DEFGRID3
* xyz 1 4
Pt -0.30857 3.21557 2.81455
C 1.36050 -2.97710 -0.80770
C 2.32890 -1.84454 -1.33083
N 1.97984 -0.33594 -0.87630
C 0.80159 0.12308 -1.72335
C 1.70123 -0.22294 0.67264
C 2.85687 -0.69949 1.54611
C 3.23421 0.58857 -1.10499
C 3.50782 0.93963 -2.62754
O 2.54009 1.91063 -3.03185
C 2.90318 2.49696 -4.30106
H 0.53035 -3.19303 -1.48025
H 1.06488 -2.81447 0.22877
H 1.98686 -3.86912 -0.81581
H 2.44857 -1.71046 -2.40591
H 3.34477 -2.00066 -0.96788
H -0.03108 -0.39462 -1.24716
H 0.85796 -0.25434 -2.74437
H 0.56935 1.17887 -1.58379
H 0.76157 -0.73512 0.87958
H 1.50535 0.84372 0.78201
H 2.40587 -1.31308 2.32598
H 3.43082 0.11392 1.98999
H 3.66162 -1.29124 1.10985
H 4.13548 0.15383 -0.67277
H 3.11065 1.43136 -0.42489
H 3.48027 0.08191 -3.29961
H 4.56466 1.20378 -2.66516
H 2.81419 1.81249 -5.14468
H 3.84290 3.02751 -4.14759
H 2.15817 3.25303 -4.54888
F -0.81645 1.21637 2.13790
O -1.22726 3.68618 -1.11367
C -2.03633 2.79033 -1.41629
N -2.84219 2.34459 -0.40231
C -1.93439 2.06182 -2.77490
H -2.52860 2.78675 0.44990
H -3.77790 2.01436 -0.59070
H -2.24729 2.63691 -3.64637
H -2.63846 1.22987 -2.75940
H -0.93828 1.63887 -2.90520
O -3.98914 -1.32435 3.56849
C -3.48080 -0.66611 4.45015
N -2.29823 -0.07795 4.26965
C -3.94860 -0.45375 5.90155
H -1.85976 -0.08556 3.35982
H -1.76938 0.21195 5.07982
H -3.19629 -0.88461 6.56222
H -4.79692 -1.10972 6.09690
H -4.01538 0.53710 6.35083
O -1.45598 -3.58656 0.60147
C -1.81605 -2.43620 0.52125
N -1.49138 -1.53078 1.38152
C -2.73723 -1.93969 -0.61675
H -1.04261 -1.68674 2.27280
H -1.65690 -0.53658 1.31623
H -3.64810 -1.96152 -0.01846
H -2.77466 -2.65041 -1.44233
H -2.58432 -0.94322 -1.03118
*
```

Record 3
Here is a structure of composition C5H6Cl2HoIrO4 from the OMol25 dataset. Energies are from wB97M-V/def2-TZVPD.

Its orbital gap (alpha / beta) is 5.0 / 3.9 eV. Its HOMO energy (alpha / beta) is -0.842 / -0.929 Ha.

```
! RIJCOSX wB97M-V def2-TZVPD def2/J DEFGRID3
* xyz 4 9
Ir -0.71677 -1.14228 -3.71665
Ho -0.70717 1.11642 0.03470
Cl -2.10348 -2.98605 -3.98154
Cl -1.91359 3.15083 0.73982
C 1.47017 1.33690 -0.65158
C -0.27777 -1.96374 -2.11142
C -0.20609 0.70447 -3.47862
O 2.61860 1.47963 -0.85349
O -0.09594 -2.68118 -1.19482
O 0.04958 1.84710 -3.37125
C -1.31856 -1.30923 3.50138
C -0.64626 -0.25489 2.66181
O -0.78143 -0.69501 1.28666
H -2.37515 -1.42678 3.24035
H -1.25814 -1.01868 4.54791
H -0.83154 -2.27947 3.38366
H -1.11054 0.73228 2.71177
H 0.42472 -0.15508 2.84613
H -0.71695 -1.65776 1.12818
*
```

Record 4
Here is a structure of composition C6H10O from the OMol25 dataset. Energies are from wB97M-V/def2-TZVPD.

Its orbital gap is 7.7 eV. Its HOMO energy is -0.290 Ha. The value obtained for the energy above the lowest of the compared OMol25 structures with the same formula, charge and spin is 4.330 eV.

```
! RIJCOSX wB97M-V def2-TZVPD def2/J DEFGRID3
* xyz 0 1
C 2.25448 0.13882 0.07288
C 0.78935 -0.13054 -0.02890
C 0.11640 -1.24221 0.34433
C -1.22754 -1.26209 -0.19017
C -1.51757 0.17304 -0.60041
C -0.14221 0.87935 -0.65943
O -0.05637 2.15693 -0.05236
H 2.42071 1.17210 0.39589
H 2.73653 0.02931 -0.90734
H 2.74725 -0.54376 0.77140
H 0.56954 -2.09611 0.84427
H -2.19634 -1.45938 1.51278
H -2.14816 -1.79475 0.74800
H -2.04593 0.20753 -1.55916
H -2.16526 0.67047 0.12927
H 0.13433 1.05741 -1.70514
H -0.26923 2.04386 0.88409
*
```

Record 5
Here is a cluster of 2 separate species, C4H10PS2 in total from the OMol25 dataset. Energies are from wB97M-V/def2-TZVPD.

Its orbital gap is 4.2 eV. Its HOMO energy is -0.411 Ha. The value obtained for the energy above the lowest of the compared OMol25 structures with the same formula, charge and spin is 2.132 eV.

```
! RIJCOSX wB97M-V def2-TZVPD def2/J DEFGRID3
* xyz 1 1
C 1.36831 1.84488 4.33690
C 0.15270 0.41968 -2.38041
C 0.71942 -1.84059 -0.47044
C -1.68917 -0.24836 -0.28424
P 0.02744 -0.14862 -0.67411
S -0.03104 2.29182 4.70844
S 0.95831 1.05397 0.62159
H 1.11847 0.36139 -2.80731
H -0.33655 1.49935 -2.23537
H -0.58162 -0.13462 -2.97600
H 0.48942 -2.11261 -1.48557
H -0.03036 -2.18191 0.22095
H 1.71309 -1.65033 -0.16074
H -1.89663 -0.15897 0.80240
H -2.14739 -1.32348 -0.34982
H -2.25527 0.55333 -0.87162
H 2.42088 1.77507 4.00536
*
```

Record 6
Here is a cluster of 2 separate species, C6H10O in total from the OMol25 dataset. Energies are from wB97M-V/def2-TZVPD.

Its orbital gap is 8.0 eV. Its HOMO energy is -0.299 Ha. Its SMILES is C=C/C=C/C=C.O. The value obtained for the energy above the lowest of the compared OMol25 structures with the same formula, charge and spin is 2.456 eV.

```
! RIJCOSX wB97M-V def2-TZVPD def2/J DEFGRID3
* xyz 0 1
C 2.36312 -0.20050 -0.37478
C 1.86068 0.74736 0.42622
C 0.45116 1.18866 0.23149
C -0.44267 0.66917 -0.64480
C -1.83053 0.62111 -0.18992
C -2.90295 0.19739 -0.88271
H 3.37799 -0.54230 -0.33453
H 1.66530 -0.60679 -1.10303
H 2.40592 1.29541 1.18101
H 0.02324 1.77813 1.05379
H -0.36523 0.69395 -1.73565
H -1.96223 0.94427 0.84356
H -2.75113 -0.08988 -1.91769
H -3.83106 -0.00897 -0.36009
O 0.50146 -2.32511 1.08381
H 0.04767 -1.49929 0.85242
H -0.14673 -2.71768 1.66854
*
```